Below is a gas-phase ion, C6H17N2 (charge +1), with properties calculated with ωB97M-V with the def2-TZVPD basis set.

Computed properties:
HOMO, eV: -13.2375
SMILES string: C[NH2+]CCNC(C)C
DFT total energy, eV: -9470.5434
LUMO, Eh: -0.1136

```
! RIJCOSX wB97M-V def2-TZVPD def2/J DEFGRID3
* xyz 1 1
C 0.509 -0.400 3.342
N 0.342 0.256 1.986
C 1.596 0.272 1.168
C 1.271 -0.442 -0.179
N -0.162 -0.587 -0.454
C -0.840 0.359 -1.405
C -2.240 -0.258 -1.635
C -0.076 0.640 -2.690
H 0.376 -1.489 3.383
H -0.378 -0.123 3.927
H 1.347 0.130 3.824
H -0.079 1.172 2.036
H -0.404 -0.364 1.499
H 2.501 -0.142 1.550
H 1.726 1.357 1.006
H 1.726 -1.410 -0.252
H 1.573 0.259 -0.984
H -0.386 -1.545 -0.666
H -1.017 1.329 -0.923
H -2.788 -0.498 -0.701
H -2.849 0.453 -2.261
H -2.192 -1.188 -2.247
H -0.475 0.076 -3.562
H -0.080 1.691 -2.973
H 0.998 0.452 -2.787
*
```

---

Below is C7H6 in the gas phase, with properties calculated with ωB97M-V with the def2-TZVPD basis set.

Computed properties:
HOMO (spin up / spin down), eV: -6.9152 / -9.8691
Expectation value of S²: 2.0483
DFT total energy, eV: -7348.5599
LUMO (spin up / spin down), Eh: 0.0350 / -0.0602

```
! RIJCOSX wB97M-V def2-TZVPD def2/J DEFGRID3
* xyz 0 3
C -3.143 0.312 -0.216
C 2.978 0.922 0.102
C -1.947 0.532 -0.206
C 1.912 0.343 -0.072
C -0.711 1.083 -0.092
C 0.578 0.032 0.053
C 0.266 -1.421 0.263
H -4.031 -0.012 -0.611
H 3.895 1.490 0.060
H -0.540 2.199 -0.286
H -0.345 -1.720 1.153
H 1.238 -2.006 0.433
H -0.150 -1.754 -0.582
*
```

---

Copy entry 1 word for word.
Below is a gas-phase ion, C6H17N2 (charge +1), with properties calculated with ωB97M-V with the def2-TZVPD basis set.

Computed properties:
HOMO, eV: -13.2375
SMILES string: C[NH2+]CCNC(C)C
DFT total energy, eV: -9470.5434
LUMO, Eh: -0.1136

```
! RIJCOSX wB97M-V def2-TZVPD def2/J DEFGRID3
* xyz 1 1
C 0.509 -0.400 3.342
N 0.342 0.256 1.986
C 1.596 0.272 1.168
C 1.271 -0.442 -0.179
N -0.162 -0.587 -0.454
C -0.840 0.359 -1.405
C -2.240 -0.258 -1.635
C -0.076 0.640 -2.690
H 0.376 -1.489 3.383
H -0.378 -0.123 3.927
H 1.347 0.130 3.824
H -0.079 1.172 2.036
H -0.404 -0.364 1.499
H 2.501 -0.142 1.550
H 1.726 1.357 1.006
H 1.726 -1.410 -0.252
H 1.573 0.259 -0.984
H -0.386 -1.545 -0.666
H -1.017 1.329 -0.923
H -2.788 -0.498 -0.701
H -2.849 0.453 -2.261
H -2.192 -1.188 -2.247
H -0.475 0.076 -3.562
H -0.080 1.691 -2.973
H 0.998 0.452 -2.787
*
```

---

Question: The highest DFT total energy belongs to which entry?
Answer: C7H6

---

What did the second record say?
Below is C7H6 in the gas phase, with properties calculated with ωB97M-V with the def2-TZVPD basis set.

Computed properties:
HOMO (spin up / spin down), eV: -6.9152 / -9.8691
Expectation value of S²: 2.0483
DFT total energy, eV: -7348.5599
LUMO (spin up / spin down), Eh: 0.0350 / -0.0602

```
! RIJCOSX wB97M-V def2-TZVPD def2/J DEFGRID3
* xyz 0 3
C -3.143 0.312 -0.216
C 2.978 0.922 0.102
C -1.947 0.532 -0.206
C 1.912 0.343 -0.072
C -0.711 1.083 -0.092
C 0.578 0.032 0.053
C 0.266 -1.421 0.263
H -4.031 -0.012 -0.611
H 3.895 1.490 0.060
H -0.540 2.199 -0.286
H -0.345 -1.720 1.153
H 1.238 -2.006 0.433
H -0.150 -1.754 -0.582
*
```

---

Question: Which of these has the lowest DFT total energy?
Answer: C6H17N2